No. 1
ORCA calculation (the ωB97M-V functional and the def2-TZVPD basis) on a 10-piece molecular cluster, C29H86N8O9 overall.

Output
**Lowest unoccupied orbital energy**: -1.0 eV
**M**: 691.1 g/mol

XYZ file:
```
132
Properties=species:S:1:pos:R:3:forces:R:3:mulliken_charge:R:1
N -1.9178 -4.4897 1.5805 -1.118 -1.352 -0.506 -0.407
H -2.0547 -4.7863 0.6247 0.416 -0.423 -0.583 0.400
H -2.8544 -4.2054 1.8295 -0.548 1.683 0.490 0.182
H -1.1410 -3.8442 1.5777 0.801 1.343 0.356 0.274
H -1.7953 -5.2964 2.1758 0.832 -0.403 0.073 0.404
C 0.9939 -1.0835 -0.1920 -0.355 -1.896 1.352 -0.444
O 1.0478 -2.0268 0.8704 -0.598 0.567 -0.386 -0.865
H -0.0072 -1.0328 -0.6201 -0.516 -0.059 -0.552 0.152
H 1.1799 -0.0408 0.0651 0.531 0.444 0.430 0.122
H 1.6845 -1.3959 -0.9754 0.255 0.260 -0.519 0.143
O 3.8769 -4.0026 2.9367 0.198 -0.117 0.246 -0.627
H 3.1128 -3.7538 2.4166 -0.333 0.449 -0.337 0.333
H 3.8957 -4.9586 2.8935 0.066 -0.206 -0.013 0.286
C -6.1375 -2.4994 -4.5741 -0.608 0.206 0.757 -1.456
C -4.8312 -2.2673 -3.7691 0.586 -1.541 -4.116 0.539
C -3.5892 -2.1164 -4.8003 -1.372 -0.979 -0.355 -0.727
O -3.0737 -3.3843 -5.1659 1.158 0.433 -0.242 -0.366
C -2.1617 -3.2213 -6.2890 -0.513 -1.147 1.145 -0.751
N -4.9716 -1.1447 -3.0112 0.517 3.511 3.144 -0.674
H -6.9264 -1.9350 -4.0769 -0.005 0.178 0.250 0.429
H -6.4783 -3.5254 -4.4349 0.189 -0.134 -0.773 0.294
H -6.1814 -2.1231 -5.5962 0.441 -0.477 -0.119 0.337
H -4.8146 -3.1480 -3.1271 0.991 0.006 0.038 0.333
H -2.8142 -1.3728 -4.6144 0.453 -0.241 1.404 0.440
H -3.9504 -1.6619 -5.7229 -0.914 0.088 -0.274 0.318
H -1.4676 -4.0618 -6.2904 -0.226 -0.255 0.073 0.257
H -1.5116 -2.3567 -6.1550 -0.413 0.422 -0.318 0.314
H -2.7740 -3.2892 -7.1882 0.326 0.616 -0.281 0.290
H -4.0970 -0.9275 -2.5551 0.377 -0.542 0.815 0.238
H -5.0276 -0.2405 -3.4578 -0.966 -0.062 -1.069 0.158
C -0.3161 -2.4936 8.2213 0.039 1.194 0.897 -1.439
C -0.4380 -1.3008 7.2231 -2.175 -1.254 -0.146 0.731
C 0.0327 0.0014 7.7921 0.311 1.106 0.480 -0.808
O -0.5458 0.1590 9.0441 -1.329 -0.423 1.646 -0.302
C -0.0374 1.1910 9.8724 -0.170 -0.790 -0.663 -0.657
N 0.1628 -1.6170 5.9710 1.782 -0.941 -0.950 -0.592
H 0.6886 -2.4261 8.6387 0.304 -0.912 -0.335 0.341
H -0.7071 -3.4756 7.9550 0.824 -0.053 -1.074 0.432
H -0.9204 -2.3926 9.1228 -0.256 0.996 -0.035 0.326
H -1.4988 -1.2058 6.9915 -0.609 0.406 0.680 0.003
H -0.2896 0.8795 7.2325 0.047 -0.090 -0.926 0.373
H 1.1159 0.0833 7.8821 0.423 -0.392 -0.164 0.446
H -0.3694 1.0351 10.8988 0.262 -0.505 -0.011 0.217
H -0.4675 2.1631 9.6313 0.440 0.295 -0.547 0.234
H 1.0386 1.0781 9.7401 0.272 0.931 0.596 0.327
H 0.0100 -2.5766 5.6957 0.087 0.082 0.109 0.195
H 0.0373 -1.0375 5.1533 -0.243 0.356 0.403 0.180
C 1.9234 2.8840 -7.1783 1.019 0.956 1.504 -1.391
C 1.4462 1.9685 -6.0107 -0.060 -0.235 -2.099 0.329
C 1.9155 2.3777 -4.6018 1.298 0.718 -1.196 -0.716
O 3.4084 2.3768 -4.5568 -2.094 -0.027 0.851 -0.348
C 3.7369 2.8181 -3.2180 0.379 -0.685 -1.045 -0.694
N -0.0272 1.7916 -6.1501 0.561 -0.141 1.120 -0.617
H 2.9584 3.0984 -6.9123 0.259 0.292 -0.381 0.308
H 1.3980 3.8391 -7.1811 -0.146 0.152 0.196 0.361
H 1.9187 2.5557 -8.2177 -0.311 -0.801 0.306 0.378
H 1.9875 1.0511 -6.2420 -0.462 -0.573 0.337 0.227
H 1.4999 1.7495 -3.8139 0.044 -0.278 -0.164 0.481
H 1.6265 3.4096 -4.4019 -0.286 0.215 0.106 0.307
H 3.5494 3.8881 -3.1288 -0.154 0.036 0.239 0.292
H 4.7954 2.6170 -3.0534 -0.019 0.075 -0.095 0.264
H 3.1674 2.2131 -2.5125 -0.041 0.266 0.291 0.281
H -0.4127 2.7246 -6.1203 -0.263 0.215 0.189 0.267
H -0.2552 1.4764 -7.0822 0.256 -0.249 -0.135 0.276
C 6.3007 2.2207 2.9474 0.125 -0.094 0.723 -1.561
C 5.0354 1.4690 3.4960 2.343 1.316 -0.506 0.634
C 3.7636 2.2364 3.2022 -1.082 0.208 2.030 -0.877
O 3.7336 3.5693 3.8172 -0.056 -0.877 -1.001 -0.351
C 2.5648 4.3015 3.4389 1.582 0.416 -0.593 -0.717
N 5.0545 0.1318 2.8903 -1.041 0.639 -0.759 -0.659
H 6.1341 2.6416 1.9559 -0.281 0.283 0.088 0.357
H 7.1709 1.5777 2.8156 -0.244 -0.670 0.077 0.484
H 6.7181 2.9544 3.6370 -0.542 0.501 -0.109 0.349
H 5.1014 1.3842 4.5806 0.160 -0.040 0.044 0.205
H 3.0104 1.7238 3.8006 -0.471 -0.529 -0.340 0.384
H 3.4344 2.1618 2.1658 0.303 0.642 -0.354 0.409
H 2.7120 5.3000 3.8504 -0.378 -0.138 0.443 0.284
H 1.5987 3.8621 3.6875 0.100 -0.210 0.281 0.243
H 2.6371 4.4748 2.3652 -0.439 -0.191 -0.347 0.319
H 5.6500 0.2106 2.0784 0.967 -0.238 0.076 0.276
H 4.2115 0.1524 2.3343 -1.072 -1.074 0.222 0.219
C -4.9484 -2.3766 4.3280 0.172 0.391 -0.153 -1.343
C -5.1507 -1.6783 2.9580 0.173 -0.196 -0.181 0.588
C -4.1103 -0.6021 2.5732 -0.382 -1.333 0.466 -0.722
O -4.0642 0.2503 3.6414 1.245 1.174 1.826 -0.327
C -2.9056 1.0748 3.6730 -0.029 1.202 -1.204 -0.777
N -5.1165 -2.7250 1.9367 0.721 -0.485 -0.380 -0.619
H -5.5549 -1.9262 5.1137 -0.033 -0.084 -0.088 0.324
H -3.9262 -2.3868 4.7062 0.250 0.379 -0.274 0.175
H -5.1849 -3.4347 4.2157 -0.427 0.041 0.044 0.423
H -6.1346 -1.2097 2.9359 -0.084 0.228 0.248 0.259
H -4.3577 -0.0339 1.6765 -0.217 -0.229 -0.452 0.394
H -3.1503 -1.0999 2.4367 0.328 -0.154 -0.223 0.361
H -1.8847 0.6964 3.7232 -0.213 -1.405 0.971 0.290
H -3.0276 1.8848 4.3921 -0.191 -0.334 0.084 0.328
H -2.7586 1.5292 2.6932 -0.639 0.599 -0.403 0.266
H -5.9892 -3.2334 1.9379 -0.049 -0.083 -0.131 0.228
H -4.9884 -2.3186 1.0210 -0.250 0.072 -0.258 0.198
C 7.6823 -1.0753 -3.1577 0.613 -0.477 -0.617 -1.517
C 6.3108 -1.7769 -3.0974 3.530 -0.247 0.114 0.322
C 6.5544 -3.2301 -3.5858 -0.652 0.367 -0.019 -0.752
O 5.3650 -4.0033 -3.4959 -1.295 -0.009 -1.266 -0.374
C 4.3171 -3.6252 -4.4724 0.832 -0.396 1.056 -0.630
N 5.9867 -1.8245 -1.6777 -2.052 0.035 -0.569 -0.617
H 8.0012 -0.9110 -4.1870 -0.016 0.165 -0.119 0.391
H 8.4195 -1.7635 -2.7442 0.171 -0.159 0.118 0.313
H 7.8385 -0.1579 -2.5902 -0.718 0.071 -0.049 0.373
H 5.6669 -1.2364 -3.7912 -0.735 -0.059 0.717 0.320
H 7.2725 -3.7215 -2.9292 -0.115 0.084 0.393 0.375
H 7.0513 -3.3006 -4.5535 -0.395 0.191 -0.617 0.375
H 3.8004 -2.7177 -4.1599 0.446 0.421 -0.237 0.231
H 3.5020 -4.3485 -4.4972 0.469 -0.547 0.365 0.266
H 4.7438 -3.5959 -5.4750 0.035 0.395 -0.006 0.311
H 5.1543 -2.3942 -1.7301 -0.941 0.108 0.827 0.304
H 6.5821 -2.4909 -1.2070 0.798 0.117 -0.053 0.309
C -6.5206 4.0171 -1.9487 0.591 0.421 0.946 -1.389
C -5.0702 4.1367 -2.4084 -0.236 -0.744 -0.474 0.372
C -4.0792 3.9126 -1.3029 0.420 1.399 0.410 -0.732
O -2.7556 4.2924 -1.7696 -1.138 -0.159 0.118 -0.311
C -1.7955 4.5439 -0.7497 -0.314 -0.533 -0.629 -0.726
N -4.9234 3.0869 -3.3858 0.147 -0.911 -0.567 -0.591
H -7.2273 4.2035 -2.7573 0.031 -0.009 0.108 0.383
H -6.7077 4.6693 -1.0957 -0.265 0.374 -0.182 0.382
H -6.6490 3.0113 -1.5487 -0.130 -0.158 -0.301 0.282
H -4.8163 5.0313 -2.9770 -0.247 0.871 0.886 0.363
H -4.1599 2.9133 -0.8751 0.412 -0.444 -0.393 0.294
H -4.4361 4.5552 -0.4980 0.515 0.476 0.375 0.392
H -1.5956 3.5823 -0.2769 0.164 0.220 0.656 0.290
H -2.1245 5.3404 -0.0823 -0.140 -0.204 0.335 0.305
H -0.8738 4.8851 -1.2210 -0.111 -0.076 -0.193 0.245
H -5.4868 3.4195 -4.1552 0.189 -0.511 -0.638 0.222
H -3.9514 3.0775 -3.6602 0.148 -0.112 -0.474 0.240
```
Forces are in eV/Å.

---

No. 2
ORCA calculation (the ωB97M-V functional and the def2-TZVPD basis) on a 2-piece molecular cluster, F4N2 overall.

Output
**Relative energy (zero: lowest compared OMol25 entry of this formula, charge and spin)**: 2.334 eV
**Lowest unoccupied orbital energy (alpha / beta)**: -3.1 / -3.1 eV
**M**: 104.0 g/mol

XYZ file:
```
6
Properties=species:S:1:pos:R:3:forces:R:3:mulliken_charge:R:1
N 0.0122 0.8712 0.0109 2.760 -0.694 -1.266 0.121
N -0.6945 -0.2109 -0.1382 -0.924 -0.140 3.548 0.597
F 1.9007 -0.0372 -0.5306 -2.062 1.006 0.854 -0.524
F 0.2075 1.4530 1.2310 -1.025 -2.381 -1.453 -0.026
F -0.8018 -1.3369 0.7352 0.800 1.914 -0.537 -0.143
F -0.6241 -0.7392 -1.3083 0.450 0.295 -1.145 -0.025
```
Forces are in eV/Å.

---

No. 3
ORCA calculation (the ωB97M-V functional and the def2-TZVPD basis) on an isolated ion of composition C19H22NO4 and charge +1.

Output
**Lowest unoccupied orbital energy**: -2.4 eV
**M**: 328.4 g/mol
**Total charge**: +1

XYZ file:
```
46
Properties=species:S:1:pos:R:3:forces:R:3:mulliken_charge:R:1
C -4.1316 -1.7471 2.3617 -0.036 -0.040 0.055 -0.814
C -4.5479 -1.4159 1.1538 0.086 0.115 -0.160 -0.205
C -3.9278 -0.4113 0.2224 -0.650 -0.202 -0.133 -0.246
N -2.5512 -0.0264 0.5954 -0.224 -0.068 0.577 -0.026
C -2.1152 1.2724 0.0327 0.276 0.869 -0.118 -0.759
C -0.8224 1.7141 0.7083 0.102 -0.180 -0.025 -1.169
C 0.2383 0.6035 0.5864 -0.119 0.246 0.083 1.239
C 0.5090 0.3428 -0.8659 0.262 0.041 -0.115 0.510
C -0.1735 -0.5005 -1.7071 0.130 0.133 0.132 0.836
C 0.2545 -0.5294 -3.0321 -0.089 0.012 0.116 -1.366
C 1.3146 0.2586 -3.4451 0.205 0.156 0.051 -1.042
C 2.0339 1.0821 -2.5699 -0.286 -0.060 0.470 -0.056
O 3.0818 1.7889 -3.0219 0.253 0.164 -0.079 -0.587
C 1.6007 1.1011 -1.2497 -0.384 -0.373 0.000 0.784
O 2.1441 1.7736 -0.1775 0.022 0.375 -0.415 -0.561
C 1.6474 1.1025 0.9800 0.191 -0.168 0.079 -0.232
C 2.6085 -0.0668 1.2802 -0.352 -0.046 0.150 0.240
O 3.7319 -0.0624 0.8728 0.169 -0.041 -0.045 -0.518
C 2.0031 -1.2155 2.0578 0.174 -0.153 -0.169 -0.774
C 0.7688 -1.7523 1.3237 -0.233 0.115 0.109 -0.990
C -0.3108 -0.6750 1.2370 0.269 -0.224 -0.571 0.088
O -0.8806 -0.4235 2.5177 0.014 -0.009 0.173 -0.564
C -1.5307 -1.1063 0.3697 0.533 -0.614 0.194 -0.978
C -1.2392 -1.3834 -1.1111 0.082 0.090 -0.094 -1.662
H -4.6785 -2.4643 2.9470 -0.157 -0.131 0.097 0.311
H -3.2506 -1.3470 2.8389 0.216 0.089 0.016 0.192
H -5.4486 -1.8579 0.7528 -0.105 -0.081 -0.014 0.369
H -3.9333 -0.8002 -0.7982 0.108 0.129 0.074 0.337
H -4.5505 0.4896 0.2275 0.196 -0.006 -0.068 0.442
H -2.5357 0.0789 1.6238 -0.082 0.078 -0.223 0.494
H -1.9676 1.1600 -1.0429 -0.138 -0.070 0.080 0.552
H -2.8978 2.0130 0.2070 -0.060 -0.190 -0.019 0.537
H -0.4564 2.6201 0.2254 -0.052 0.014 -0.028 0.439
H -1.0034 1.9368 1.7625 -0.013 0.067 -0.044 0.382
H -0.2326 -1.1770 -3.7434 -0.047 -0.090 -0.153 0.524
H 1.6426 0.2283 -4.4711 0.059 -0.011 -0.157 0.448
H 3.5312 2.2292 -2.2879 -0.024 -0.042 -0.053 0.320
H 1.6590 1.8120 1.8118 -0.032 -0.038 -0.018 0.442
H 2.7529 -2.0016 2.1482 -0.004 0.104 0.098 0.449
H 1.7554 -0.8708 3.0654 0.009 -0.016 0.116 0.508
H 1.0614 -2.0606 0.3202 -0.003 -0.050 -0.037 0.532
H 0.3719 -2.6228 1.8501 -0.036 -0.017 -0.070 0.361
H -0.1956 -0.4535 3.1945 -0.063 0.021 0.050 0.612
H -1.9552 -2.0100 0.8191 0.011 0.214 -0.023 0.687
H -2.1595 -1.3146 -1.6950 -0.046 -0.102 0.024 0.444
H -0.9101 -2.4229 -1.1948 -0.136 -0.010 0.084 0.471
```
Forces are in eV/Å.

---

No. 4
ORCA calculation (the ωB97M-V functional and the def2-TZVPD basis) on a 2-piece molecular cluster, C5H10NO overall.

Output
**Relative energy (zero: lowest compared OMol25 entry of this formula, charge and spin)**: 3.395 eV
**Lowest unoccupied orbital energy**: -4.9 eV
**M**: 100.1 g/mol
**Total charge**: +1

XYZ file:
```
17
Properties=species:S:1:pos:R:3:forces:R:3:mulliken_charge:R:1
C -2.4340 0.5275 0.0254 7.259 0.958 0.043 0.426
C -1.1983 0.6753 0.0195 -3.503 -1.027 0.414 -0.104
C -3.7794 0.3668 0.0538 -2.005 -1.354 3.713 -1.464
C 2.5542 1.2794 -0.0339 0.676 1.120 -0.268 -0.722
C 0.0706 1.1596 -0.2101 0.421 0.741 -0.402 0.418
N 1.1928 0.7806 0.3594 0.298 -1.365 -0.009 -0.106
O 1.2565 -2.4775 -0.1002 -0.311 0.466 1.300 -0.651
H -4.0198 -0.3349 0.9809 -0.154 1.707 -1.910 0.305
H -4.2095 1.3471 0.0207 -0.856 0.440 0.443 0.345
H -4.0091 -0.1066 -0.8263 -1.140 -1.455 -2.213 0.364
H 2.4122 2.1009 -0.8010 0.178 -1.042 0.908 0.298
H 3.2602 1.7045 0.7925 -1.950 -0.875 -0.989 0.284
H 3.1034 0.4359 -0.4902 -0.386 0.403 0.135 0.287
H -0.0596 1.9736 -0.9849 1.435 -0.579 1.003 0.321
H 1.6334 -3.0728 0.5906 -0.085 0.418 -1.565 0.341
H 1.1971 -0.1762 0.8753 -0.301 2.129 -0.975 0.334
H 1.6169 -2.5646 -0.9862 0.424 -0.685 0.373 0.324
```
Forces are in eV/Å.